Entry P
18
Properties=species:S:1:pos:R:3 method="wB97M-V/def2-TZVPD" homo_lumo_gap_ev=8.98
C -1.16107 0.76374 1.15993
C 0.28897 0.51407 0.91121
C 1.05969 -0.61787 0.23612
C 0.67230 -0.40893 -1.23179
H -2.03326 -0.30503 -0.36936
H -2.28807 1.34121 -0.37946
H -1.27738 1.84713 1.63739
H -1.47588 0.13672 1.99462
H 0.36232 1.60738 0.38021
H 1.97175 -0.65946 0.60773
H 0.40952 -2.57468 -0.54872
H -0.47454 -0.28603 -1.31690
H 0.63544 -1.48336 -1.86616
H 2.55049 -0.07957 -2.45351
N -2.26310 0.51298 0.17137
O 0.41660 -1.70397 0.66121
O 1.50174 0.45108 -2.01673
Cl 1.10448 0.94458 2.42283

---

Entry Q
18
Properties=species:S:1:pos:R:3 method="wB97M-V/def2-TZVPD" smiles=NC[C@@H](Cl)[C@@H](O)CO homo_lumo_gap_ev=9.83
N 0.27748 -1.21536 2.07473
C -0.60344 -0.13030 1.60670
C -0.64289 0.05720 0.08858
Cl -1.79736 1.43347 -0.24225
C 0.77339 0.27379 -0.53283
O 1.69690 0.81847 0.34168
C 1.38051 -1.05102 -0.96522
O 0.52734 -1.58787 -1.96954
H 1.24866 -0.95907 1.96429
H 0.08371 -2.09300 1.59251
H -1.63166 -0.37696 1.91847
H -0.31852 0.86551 1.98081
H -1.11342 -0.79727 -0.39427
H 0.64167 0.91285 -1.36566
H 2.26941 1.36323 -0.14956
H 1.54498 -1.78177 -0.14975
H 2.35928 -0.88098 -1.37138
H 0.28942 -0.85674 -2.59095

---

Which structure is the least stable? The one labeled entry P.

---

Entry P
13
Properties=species:S:1:pos:R:3 method="wB97M-V/def2-TZVPD" homo_lumo_gap_ev=7.85
C 0.79071 0.47469 0.14168
C 2.38216 0.61653 -0.98430
C -1.67180 0.99170 -0.01274
C -1.36672 -0.41404 0.37658
C -0.38688 0.26195 -0.54442
P 2.62025 -0.43886 0.28765
H -2.47203 1.16930 -0.65264
H -1.79724 1.79349 0.77869
H -0.82535 -0.56560 1.26756
H -1.80882 -1.34761 0.08696
H -0.47026 0.17217 -1.55260
H 1.84447 -1.03497 1.15636
H 3.16150 -1.67874 -0.34877

---

Entry Q
13
Properties=species:S:1:pos:R:3 method="wB97M-V/def2-TZVPD" homo_lumo_gap_ev=9.24
C -2.18715 1.36705 -0.21867
C -1.48409 0.22450 -0.19104
C -1.12842 -1.08272 -0.08267
C 0.27832 -1.54779 -0.25297
C 1.38387 -0.81137 -0.24633
P 1.56646 0.97449 -0.16057
H -2.30267 2.18594 0.44216
H -2.36643 1.66784 -1.21995
H -2.09079 -1.70541 -0.14685
H 0.38700 -2.65912 -0.20404
H 2.25166 -1.30977 -0.52617
H 2.69296 0.86611 0.67238
H 0.90613 1.16199 0.94350

---

Which structure is the least stable? The one labeled entry P.

---

Entry P
13
Properties=species:S:1:pos:R:3 method="wB97M-V/def2-TZVPD" homo_lumo_gap_ev="8.69 / 8.13"
C 1.16004 -0.08246 -0.40228
C 0.04719 -0.44773 -1.21399
C -2.06313 0.40462 0.46431
N -1.39973 0.86811 1.58692
Cl -2.63474 1.52324 -0.73357
H 1.04235 -0.39508 0.56654
H 1.93448 -0.76767 -0.63251
H 1.39819 1.02291 -0.41597
H -0.26592 0.19142 -2.00070
H -0.25744 -1.42313 -1.09526
H -2.85682 -0.19889 0.74886
H -0.55137 1.29308 1.29483
H -1.87889 0.92915 2.42085

---

Entry Q
13
Properties=species:S:1:pos:R:3 method="wB97M-V/def2-TZVPD" smiles=CNCCCl homo_lumo_gap_ev=10.10
C 2.53519 -0.45497 -0.09058
N 1.13599 -0.34718 0.26952
C 0.56379 0.85606 -0.25519
C -0.84353 0.91904 0.20916
Cl -1.80488 -0.54908 -0.08138
H 2.72040 -1.28754 -0.84114
H 2.85855 0.53341 -0.56625
H 3.18142 -0.63136 0.78622
H 1.11530 -0.33055 1.27360
H 0.55071 0.86427 -1.35269
H 1.12386 1.79345 0.06070
H -1.45446 1.69151 -0.32262
H -0.89755 1.21057 1.27865

---

Entry R
13
Properties=species:S:1:pos:R:3 method="wB97M-V/def2-TZVPD" smiles=CNCCCl homo_lumo_gap_ev=10.37
C -0.98086 1.90946 1.12564
N 0.07271 1.27622 0.18183
C 0.28652 0.05424 1.05178
C 0.76791 -1.10892 0.13688
Cl -0.07464 -1.11491 -1.39746
H -1.65873 0.99668 1.72597
H -0.25287 2.59838 1.92787
H -1.74475 2.70459 0.40464
H 0.98086 1.71033 0.25281
H -0.58262 -0.26492 1.65507
H 0.94157 0.05125 2.04706
H 0.78125 -2.03145 0.76006
H 1.85369 -0.87362 -0.17525

---

Which structure is the least stable? The one labeled entry P.